No. 1
This record from the Open Molecules 2025 dataset describes a molecular structure, C23H36N4O4PtS in a non-equilibrium geometry. The level of theory is ωB97M-V with the def2-TZVPD basis set.

Geometry (Å):
1 Pt -0.55 0.38 0.08
2 N 0.10 -0.02 2.14
3 C -0.92 -0.04 3.22
4 C -1.51 -1.42 3.46
5 C -2.51 -1.96 2.45
6 C -1.95 -2.33 1.09
7 N -1.89 -1.20 0.11
8 H 0.67 -0.87 2.10
9 H 0.76 0.74 2.32
10 H -1.70 0.68 2.95
11 H -0.46 0.31 4.14
12 H -2.01 -1.38 4.43
13 H -0.69 -2.14 3.58
14 H -3.38 -1.31 2.34
15 H -2.89 -2.89 2.87
16 H -2.57 -3.10 0.62
17 H -0.94 -2.74 1.18
18 H -2.74 -0.64 0.23
19 H -1.94 -1.58 -0.83
20 O 6.70 3.99 -0.27
21 C 6.08 2.81 -0.18
22 O 6.70 1.79 -0.11
23 C 4.56 2.79 -0.15
24 C 3.75 3.93 -0.20
25 C 2.38 3.80 -0.16
26 C 1.79 2.53 -0.08
27 C 2.60 1.41 -0.05
28 C 3.98 1.55 -0.07
29 N 0.37 2.28 0.02
30 C -0.45 3.26 0.04
31 C -1.90 3.12 0.10
32 C -2.71 4.25 0.12
33 C -4.09 4.07 0.14
34 C -4.61 2.79 0.15
35 C -3.72 1.72 0.14
36 N -2.41 1.88 0.11
37 H 6.10 4.73 -0.33
38 H 4.16 4.93 -0.26
39 H 1.78 4.70 -0.19
40 H 2.53 -0.64 0.13
41 H 4.63 0.68 -0.03
42 H -0.07 4.28 0.01
43 H -2.28 5.24 0.11
44 H -4.75 4.93 0.14
45 H -5.67 2.61 0.17
46 H -4.12 0.70 0.19
47 C -0.43 -5.28 -2.06
48 C -0.18 -5.35 -0.56
49 C 1.11 -4.67 -0.13
50 S 1.07 -2.88 -0.44
51 O 1.86 -2.22 0.68
52 C 2.09 -2.76 -1.96
53 C 3.58 -2.57 -1.71
54 C 4.28 -3.73 -1.01
55 H -1.34 -5.81 -2.33
56 H 0.39 -5.74 -2.62
57 H -0.53 -4.25 -2.41
58 H -0.11 -6.40 -0.25
59 H -1.02 -4.93 -0.01
60 H 1.98 -5.09 -0.62
61 H 1.27 -4.72 0.95
62 H 1.65 -1.95 -2.54
63 H 1.90 -3.70 -2.49
64 H 3.77 -1.64 -1.18
65 H 4.02 -2.42 -2.70
66 H 3.90 -3.88 0.00
67 H 5.35 -3.54 -0.94
68 H 4.15 -4.66 -1.58
69 O 2.03 0.18 0.00

molecular weight = 659.71 g mol⁻¹
LUMO level (spin up / spin down) = -0.266 / -0.260 Ha
HOMO-LUMO gap (spin up / spin down) = 7.1 / 7.3 eV
net charge = +2

***

No. 2
This record from the Open Molecules 2025 dataset describes a molecular structure, C23H36P2V in a non-equilibrium geometry. The level of theory is ωB97M-V with the def2-TZVPD basis set.

Geometry (Å):
1 P -0.96 -1.26 -0.33
2 P 0.63 -0.50 -2.11
3 C 0.63 -3.18 -3.00
4 C 0.42 -1.81 -3.56
5 H -0.18 -3.91 -3.18
6 H 1.63 -3.61 -3.10
7 H 1.10 -1.50 -4.38
8 H -0.62 -1.70 -3.93
9 C -0.77 0.44 -3.01
10 H -0.89 1.48 -2.67
11 H -1.72 -0.08 -2.88
12 H -0.51 0.48 -4.08
13 C 1.42 1.22 -2.04
14 H 1.65 1.49 -3.09
15 H 2.34 1.31 -1.45
16 H 0.71 1.94 -1.63
17 C -1.38 -3.06 -0.06
18 H -0.58 -3.78 -0.38
19 H -2.31 -3.20 -0.61
20 H -1.63 -3.20 1.00
21 C 2.41 -1.12 -1.62
22 H 2.88 -0.57 -0.79
23 H 3.05 -0.95 -2.50
24 H 2.42 -2.21 -1.37
25 V 0.77 -2.41 -1.02
26 C 0.32 3.76 0.06
27 C -0.43 4.13 -1.00
28 C -1.90 4.09 -1.28
29 C -2.74 2.78 -1.13
30 C -2.25 1.59 -0.40
31 C -1.78 1.48 0.87
32 C -0.38 1.68 1.31
33 C -0.07 3.19 1.40
34 C 2.04 -4.15 -0.62
35 H 1.41 3.96 -0.01
36 H 0.12 4.72 -1.76
37 H -2.00 4.39 -2.34
38 H -2.41 4.88 -0.72
39 H -3.70 3.09 -0.70
40 H -2.97 2.41 -2.14
41 H -2.55 0.63 -0.88
42 H -2.45 1.17 1.68
43 H 0.35 1.18 0.65
44 H -0.22 1.23 2.30
45 H -0.93 3.71 1.84
46 H 0.79 3.33 2.07
47 H 2.67 -3.90 0.26
48 H 2.72 -4.36 -1.49
49 H 1.42 -5.03 -0.40
50 C 0.61 -1.24 0.66
51 C 1.02 -1.43 1.87
52 C 0.71 -1.26 3.23
53 C -0.66 -1.00 3.54
54 C -1.03 -0.46 4.76
55 C -0.05 -0.19 5.72
56 C 1.28 -0.57 5.49
57 C 1.66 -1.13 4.27
58 H -1.40 -1.20 2.75
59 H -2.08 -0.24 4.93
60 H -0.33 0.31 6.65
61 H 2.02 -0.40 6.26
62 H 2.68 -1.46 4.08

molecular weight = 425.43 g mol⁻¹
spin multiplicity = 2
LUMO level (spin up / spin down) = -0.309 / -0.308 Ha
HOMO-LUMO gap (spin up / spin down) = 5.3 / 5.3 eV
net charge = +2
expectation value of S² = 0.76

***

No. 3
This record from the Open Molecules 2025 dataset describes a molecular structure, C23H37AsBCsF3N8OS. The level of theory is ωB97M-V with the def2-TZVPD basis set.

Geometry (Å):
1 Cs 0.75 0.38 -0.45
2 C -3.39 0.31 -1.31
3 C -3.23 0.52 0.16
4 C -4.04 0.05 1.21
5 C -3.45 0.54 2.36
6 N -2.37 1.26 1.98
7 N -2.23 1.24 0.64
8 B -1.29 1.87 2.88
9 N -0.08 0.91 2.98
10 C 1.22 1.25 3.00
11 C 1.97 0.10 3.06
12 C 1.01 -0.93 3.07
13 C 1.27 -2.40 3.07
14 N -0.22 -0.44 3.02
15 N -0.81 3.22 2.34
16 C -0.51 4.34 3.07
17 C 0.38 5.14 2.47
18 C 0.73 4.52 1.16
19 C 2.15 4.52 0.66
20 N -0.03 3.23 1.15
21 N -1.86 2.06 4.30
22 C -1.35 1.57 5.45
23 C -2.12 2.06 6.49
24 C -3.10 2.85 5.86
25 C -4.22 3.61 6.49
26 N -2.94 2.85 4.55
27 H -4.25 -0.33 -1.52
28 H -3.54 1.26 -1.82
29 H -2.50 -0.15 -1.75
30 H -4.93 -0.57 1.14
31 H -3.71 0.45 3.40
32 H 1.53 2.29 2.95
33 H 3.04 0.02 3.00
34 H 2.25 -2.61 3.51
35 H 0.51 -2.93 3.64
36 H 1.29 -2.79 2.05
37 H -1.00 4.48 4.02
38 H 0.77 6.07 2.84
39 H 2.44 5.53 0.34
40 H 2.84 4.19 1.43
41 H 2.25 3.86 -0.20
42 H -0.50 0.92 5.44
43 H -2.00 1.86 7.54
44 H -4.18 3.54 7.58
45 H -4.17 4.67 6.22
46 H -5.19 3.23 6.16
47 C -0.85 -4.02 -0.31
48 S -1.38 -2.41 0.31
49 C -2.00 -2.92 1.92
50 H -1.69 -4.71 -0.38
51 H -0.08 -4.44 0.33
52 H -0.44 -3.86 -1.31
53 H -1.25 -3.51 2.44
54 H -2.92 -3.49 1.81
55 H -2.18 -2.01 2.48
56 F 5.00 -0.20 -0.81
57 C 4.03 -0.33 0.21
58 F 4.77 0.19 1.31
59 F 4.13 -1.72 0.48
60 C -0.42 4.31 0.23
61 H -1.35 4.82 0.45
62 H -0.24 4.06 -0.81
63 C 0.45 2.68 -3.62
64 As 0.06 0.86 -4.30
65 C -1.94 1.40 -4.83
66 C 2.08 0.37 -4.56
67 O -0.28 -0.09 -2.95
68 H 0.56 3.39 -4.44
69 H 1.37 2.67 -3.03
70 H -0.39 2.99 -2.99
71 H -1.92 2.16 -5.61
72 H -2.42 1.76 -3.92
73 H -2.42 0.48 -5.18
74 H 2.54 1.03 -5.29
75 H 2.11 -0.66 -4.91
76 H 2.58 0.45 -3.59

molecular weight = 749.30 g mol⁻¹
spin multiplicity = 2
LUMO level (spin up / spin down) = 0.143 / 0.142 Ha
HOMO-LUMO gap (spin up / spin down) = 4.1 / 5.9 eV
net charge = -2
expectation value of S² = 0.76

***

Respective relative energy (zero: lowest compared OMol25 entry of this formula, charge and spin) values: 2.6110, 7.3775, 0.0000 eV.